Record 1
Here is a structure of composition C36H41NO3P3Pd from OMol25. Energies are from the ωB97M-V functional and the def2-TZVPD basis.

The calculation puts the molar mass at 735.1 g/mol. As for the HOMO energy (alpha / beta): -16.3 / -16.7 eV. Its spin multiplicity is 5. Its net charge is +3. The calculated total energy comes out at -76949.4244 eV.

CARTESIAN COORDINATES (ANGSTROEM)
Pd: -0.11 0.15 -0.05
C: -2.31 2.38 0.99
P: -0.88 2.32 -0.30
C: 0.30 3.57 0.16
C: 1.24 3.84 -0.87
C: 2.05 4.94 -0.73
C: 2.03 5.72 0.43
C: 1.15 5.38 1.49
C: 0.22 4.34 1.30
C: -1.56 2.86 -1.84
C: -1.06 2.38 -3.07
C: -1.60 2.84 -4.25
C: -2.64 3.72 -4.32
C: -3.11 4.23 -3.10
C: -2.55 3.87 -1.87
C: -2.00 1.36 2.05
C: -2.21 1.35 3.47
C: -1.56 0.24 3.95
C: -0.96 -0.43 2.82
C: 0.11 -1.48 2.78
P: 1.32 -1.08 1.36
C: 2.54 -0.01 2.10
C: 2.38 1.37 2.26
C: 3.39 2.13 2.90
C: 4.67 1.62 3.08
C: 4.84 0.22 2.94
C: 3.81 -0.57 2.45
C: 2.14 -2.53 0.79
C: 1.98 -3.82 1.41
C: 2.68 -4.91 0.90
C: 3.66 -4.74 -0.09
C: 3.96 -3.44 -0.54
C: 3.18 -2.36 -0.16
N: -1.27 0.27 1.71
H: -3.28 2.18 0.51
H: -2.35 3.38 1.45
H: 1.36 3.29 -1.75
H: 2.66 5.24 -1.59
H: 2.75 6.49 0.49
H: 1.20 5.91 2.41
H: -0.52 4.09 2.03
H: -0.33 1.55 -3.08
H: -1.13 2.50 -5.17
H: -3.09 4.06 -5.24
H: -3.90 4.99 -3.16
H: -2.94 4.30 -0.93
H: -2.78 2.08 4.01
H: -1.50 -0.17 4.95
H: -0.40 -2.46 2.55
H: 0.59 -1.60 3.73
H: 1.42 1.81 1.99
H: 3.20 3.15 3.23
H: 5.53 2.27 3.33
H: 5.79 -0.23 3.21
H: 3.94 -1.65 2.45
H: 1.23 -3.96 2.14
H: 2.54 -5.91 1.34
H: 4.10 -5.57 -0.60
H: 4.80 -3.27 -1.22
H: 3.40 -1.39 -0.61
C: -4.07 -1.02 -0.50
C: -3.45 -0.80 -1.88
O: -2.24 -1.50 -2.13
P: -1.05 -1.69 -1.06
O: -0.09 -2.64 -1.92
C: 0.39 -2.29 -3.28
C: 0.64 -3.60 -4.03
O: -1.44 -2.66 0.16
C: -1.98 -4.01 -0.24
C: -2.83 -4.54 0.90
H: -4.95 -0.32 -0.44
H: -3.34 -0.89 0.30
H: -4.48 -2.02 -0.35
H: -3.31 0.25 -2.05
H: -4.20 -1.17 -2.65
H: 1.33 -1.78 -3.12
H: -0.36 -1.70 -3.79
H: 1.00 -4.37 -3.32
H: 1.31 -3.46 -4.86
H: -0.30 -4.05 -4.35
H: -1.16 -4.69 -0.41
H: -2.48 -3.90 -1.19
H: -2.28 -4.39 1.79
H: -3.02 -5.61 0.79
H: -3.76 -3.99 0.99

---

Record 2
Here is a cluster of 3 separate species, C21H55N7O7P2S in total from OMol25. Energies are from the ωB97M-V functional and the def2-TZVPD basis.

The calculation puts the molar mass at 611.7 g/mol. As for the HOMO energy: -8.2 eV. Its SMILES is CCCCN[C@]1(COO)CCS(=O)(=O)OC1.CN(C)P(=O)(N(C)C)N(C)C.CN(C)P(=O)(N(C)C)N(C)C. Its net charge is 0. The calculated total energy comes out at -76838.4098 eV.

CARTESIAN COORDINATES (ANGSTROEM)
C: 5.49 1.32 3.77
C: 4.92 0.03 3.13
C: 3.60 0.33 2.38
C: 2.35 0.05 3.24
N: 1.18 0.30 2.40
C: -0.14 0.08 3.01
C: -0.61 -1.34 2.55
O: 0.34 -2.33 2.94
O: -0.37 -3.47 3.40
C: -1.13 1.06 2.33
C: -2.34 1.56 3.16
S: -2.22 1.33 4.93
O: -1.49 2.43 5.48
O: -3.52 1.26 5.52
O: -1.46 -0.07 5.10
C: -0.15 0.06 4.53
H: 5.02 1.53 4.73
H: 6.57 1.18 3.93
H: 5.38 2.18 3.11
H: 5.62 -0.34 2.39
H: 4.78 -0.68 3.95
H: 3.59 1.41 2.18
H: 3.55 -0.17 1.41
H: 2.42 -0.99 3.57
H: 2.43 0.75 4.08
H: 1.25 -0.24 1.55
H: -0.64 -1.33 1.45
H: -1.58 -1.59 2.97
H: 0.26 -3.98 3.92
H: -0.55 1.93 2.01
H: -1.47 0.58 1.40
H: -3.23 1.01 2.84
H: -2.52 2.61 2.94
H: 0.40 0.91 4.94
H: 0.40 -0.82 4.88
O: 0.98 3.31 -0.17
P: 0.46 3.81 -1.51
N: 1.84 3.39 -2.45
C: 2.21 3.99 -3.72
C: 2.14 1.96 -2.50
N: 0.51 5.50 -1.09
C: 1.68 6.30 -1.40
C: 0.05 5.79 0.26
N: -0.50 4.17 -2.94
C: -1.41 5.33 -2.96
C: -1.32 2.98 -3.31
H: 1.61 3.63 -4.56
H: 3.26 3.76 -3.94
H: 2.15 5.08 -3.71
H: 1.52 1.44 -3.25
H: 1.96 1.49 -1.53
H: 3.19 1.79 -2.75
H: 2.61 5.83 -1.07
H: 1.60 7.28 -0.91
H: 1.73 6.53 -2.46
H: 0.82 5.61 1.02
H: -0.82 5.17 0.52
H: -0.27 6.83 0.33
H: -2.09 5.35 -2.11
H: -2.01 5.30 -3.88
H: -0.85 6.26 -3.00
H: -2.11 2.79 -2.57
H: -0.69 2.09 -3.36
H: -1.78 3.11 -4.29
O: -0.70 -2.62 -2.29
P: -1.53 -3.77 -1.75
N: -0.26 -4.91 -1.51
C: -0.43 -6.35 -1.42
C: 0.76 -4.49 -0.55
N: -2.37 -4.11 -3.24
C: -1.88 -5.12 -4.16
C: -2.77 -2.92 -3.98
N: -2.71 -4.72 -0.84
C: -4.10 -4.83 -1.31
C: -2.74 -4.22 0.56
H: -0.83 -6.68 -0.46
H: 0.54 -6.84 -1.56
H: -1.07 -6.75 -2.20
H: 0.44 -4.67 0.49
H: 0.98 -3.43 -0.65
H: 1.69 -5.03 -0.72
H: -0.81 -5.01 -4.37
H: -2.43 -5.08 -5.10
H: -2.07 -6.13 -3.77
H: -1.95 -2.51 -4.58
H: -3.12 -2.13 -3.31
H: -3.60 -3.16 -4.65
H: -4.55 -3.86 -1.50
H: -4.69 -5.34 -0.54
H: -4.17 -5.44 -2.20
H: -3.18 -3.22 0.61
H: -1.74 -4.18 0.98
H: -3.32 -4.90 1.20

---

Record 3
Here is a cluster of 5 separate species, C14H39NO6 in total from OMol25. Energies are from the ωB97M-V functional and the def2-TZVPD basis.

The calculation puts the molar mass at 317.5 g/mol. As for the HOMO energy: -9.1 eV. Its SMILES is COCCNCCOC.CCO.CCO.CCO.CCO. Its net charge is 0. The relative energy (zero: lowest compared OMol25 entry of this formula, charge and spin) comes out at 67.1 kJ/mol. The calculated total energy comes out at -28922.3996 eV.

CARTESIAN COORDINATES (ANGSTROEM)
C: 3.85 -2.07 -0.91
C: 3.29 -0.65 -1.04
O: 4.38 0.27 -1.13
H: 3.83 -2.40 0.13
H: 4.81 -2.19 -1.37
H: 3.13 -2.74 -1.40
H: 2.61 -0.37 -0.24
H: 2.72 -0.59 -1.98
H: 4.04 1.15 -1.34
C: -0.29 1.96 2.17
C: 0.73 1.13 2.91
O: 1.88 1.94 3.32
H: -1.07 1.29 1.80
H: 0.19 2.43 1.30
H: -0.70 2.77 2.76
H: 1.16 0.29 2.37
H: 0.38 0.82 3.90
H: 2.47 2.09 2.57
C: -3.99 2.71 -2.11
C: -3.79 1.49 -1.27
O: -3.07 1.81 -0.05
H: -4.65 2.52 -2.96
H: -3.05 3.02 -2.59
H: -4.38 3.57 -1.56
H: -3.28 0.72 -1.86
H: -4.78 1.11 -0.97
H: -3.22 1.02 0.49
C: 0.80 -1.44 6.41
C: 2.10 -1.34 5.63
O: 3.13 -0.68 6.34
H: 0.15 -2.23 6.03
H: 0.18 -0.54 6.31
H: 0.97 -1.50 7.49
H: 1.87 -0.81 4.70
H: 2.42 -2.34 5.32
H: 2.80 -0.29 7.14
C: -2.83 -2.64 -0.27
O: -2.56 -1.34 -0.74
C: -1.19 -0.98 -0.78
C: -0.47 -1.70 -1.93
N: -1.10 -1.43 -3.26
C: -0.94 -0.07 -3.78
C: 0.46 0.23 -4.28
O: 1.32 0.88 -3.40
C: 0.98 2.25 -3.17
H: -2.33 -3.42 -0.85
H: -3.90 -2.80 -0.21
H: -2.47 -2.78 0.77
H: -0.65 -1.16 0.16
H: -1.20 0.09 -0.96
H: -0.49 -2.78 -1.82
H: 0.57 -1.32 -1.91
H: -2.10 -1.53 -3.07
H: -1.28 0.71 -3.09
H: -1.60 -0.01 -4.65
H: 0.41 0.75 -5.25
H: 0.95 -0.71 -4.56
H: 1.84 2.74 -2.70
H: 0.15 2.35 -2.45
H: 0.80 2.78 -4.11

---

Record 4
Here is a structure of composition C4H8O3 from OMol25. Energies are from the ωB97M-V functional and the def2-TZVPD basis.

The calculation puts the molar mass at 104.1 g/mol. As for the HOMO energy: -9.9 eV. Its net charge is 0. The relative energy (zero: lowest compared OMol25 entry of this formula, charge and spin) comes out at 254.2 kJ/mol. The calculated total energy comes out at -10418.3684 eV.

CARTESIAN COORDINATES (ANGSTROEM)
O: -0.41 0.68 -0.90
C: -1.73 0.26 -0.49
C: -1.15 -0.98 0.20
C: 0.13 -0.53 -0.44
O: 1.17 -1.04 -0.72
C: 1.35 0.75 1.39
O: 2.61 0.62 0.79
H: 0.54 0.88 0.67
H: -2.28 0.05 -1.40
H: -2.27 0.97 0.14
H: -1.43 -1.95 -0.19
H: -1.21 -0.98 1.30
H: 1.29 1.71 1.88
H: 1.13 -0.06 2.11
H: 2.57 -0.12 0.16

---

Record 5
Here is a cluster of 10 separate species, C30H70N10O10 in total from OMol25. Energies are from the ωB97M-V functional and the def2-TZVPD basis.

The calculation puts the molar mass at 730.9 g/mol. As for the HOMO energy: -8.6 eV. Its SMILES is CN(C)C=O.CN(C)C=O.CN(C)C=O.CN(C)C=O.CN(C)C=O.CN(C)C=O.CN(C)C=O.CN(C)C=O.CN(C)C=O.CN(C)C=O. Its net charge is 0. The relative energy (zero: lowest compared OMol25 entry of this formula, charge and spin) comes out at 2053.3 kJ/mol. The calculated total energy comes out at -67606.4198 eV.

CARTESIAN COORDINATES (ANGSTROEM)
C: 2.45 -5.72 1.83
O: 3.43 -6.41 2.35
N: 2.11 -5.71 0.49
C: 1.03 -4.87 0.15
C: 3.09 -6.48 -0.42
H: 1.94 -5.03 2.34
H: 1.26 -4.75 -0.90
H: 0.88 -3.99 0.83
H: 0.16 -5.49 0.21
H: 2.88 -7.54 -0.28
H: 4.26 -6.26 -0.08
H: 2.80 -6.48 -1.51
C: -4.99 2.73 -1.55
O: -6.11 2.89 -1.03
N: -4.07 2.15 -0.75
C: -2.83 1.65 -1.26
C: -4.38 1.65 0.55
H: -4.71 2.98 -2.54
H: -2.65 0.55 -1.00
H: -1.86 2.18 -0.71
H: -2.76 1.81 -2.38
H: -4.40 2.38 1.39
H: -3.62 0.80 0.81
H: -5.40 1.27 0.51
C: 2.89 0.09 -5.58
O: 2.86 0.69 -6.74
N: 2.20 -1.02 -5.18
C: 2.55 -1.46 -3.82
C: 1.37 -1.84 -6.06
H: 3.47 0.60 -4.67
H: 2.55 -0.55 -3.14
H: 3.73 -1.67 -3.99
H: 2.04 -2.46 -3.42
H: 1.75 -2.49 -6.71
H: 0.82 -1.39 -6.72
H: 0.74 -2.36 -5.37
C: -2.35 -0.41 4.46
O: -2.74 -1.14 3.49
N: -2.72 -0.68 5.68
C: -2.07 0.02 6.82
C: -3.77 -1.61 6.00
H: -1.56 0.44 4.19
H: -1.31 -0.78 7.24
H: -2.79 0.07 7.61
H: -1.53 0.90 6.38
H: -4.56 -1.20 6.45
H: -3.31 -2.21 6.80
H: -3.99 -2.07 5.24
C: -3.07 3.34 4.17
O: -3.81 2.47 3.77
N: -1.81 3.52 3.58
C: -0.85 4.47 4.24
C: -1.43 2.77 2.50
H: -3.26 4.00 5.01
H: -0.49 5.23 3.37
H: -0.03 4.08 4.80
H: -1.29 5.25 4.99
H: -1.97 3.15 1.70
H: -1.53 1.74 2.29
H: -0.33 2.82 2.30
C: 1.14 0.40 -0.26
O: 1.56 0.72 -1.40
N: 0.28 -0.64 -0.06
C: -0.26 -0.96 1.36
C: -0.19 -1.58 -1.18
H: 1.56 0.86 0.70
H: -1.19 -1.42 1.10
H: -0.44 -0.18 1.87
H: 0.29 -1.58 1.96
H: -1.24 -2.01 -1.13
H: 0.54 -2.52 -1.24
H: -0.38 -0.98 -2.04
C: 2.05 4.19 1.16
O: 2.55 3.11 0.90
N: 1.35 4.84 0.33
C: 0.58 6.01 0.70
C: 1.08 4.31 -0.98
H: 2.20 4.75 1.93
H: -0.27 6.18 -0.01
H: 1.13 7.05 0.50
H: 0.31 6.23 1.68
H: 2.10 4.16 -1.46
H: 0.58 5.06 -1.66
H: 0.59 3.33 -1.17
C: -0.75 4.35 -4.42
O: -1.81 4.01 -3.78
N: 0.25 3.49 -4.74
C: 1.61 3.84 -5.31
C: 0.18 2.07 -4.44
H: -0.56 5.24 -4.97
H: 1.65 4.95 -5.31
H: 1.76 3.46 -6.16
H: 2.41 3.62 -4.78
H: -0.95 1.78 -3.92
H: 0.82 1.73 -3.62
H: 0.41 1.41 -5.34
C: 0.51 -6.07 -3.31
O: 0.98 -5.18 -3.97
N: -0.82 -6.03 -2.84
C: -1.56 -7.15 -2.32
C: -1.60 -4.79 -3.09
H: 1.07 -7.09 -3.20
H: -1.92 -7.74 -3.04
H: -2.21 -7.14 -1.30
H: -0.62 -7.60 -1.73
H: -2.00 -4.53 -2.10
H: -2.39 -4.86 -3.70
H: -1.04 -3.95 -3.40
C: 1.97 1.27 4.02
O: 1.03 0.69 4.44
N: 3.06 0.78 3.45
C: 4.20 1.65 3.11
C: 3.08 -0.67 3.06
H: 1.91 2.42 4.15
H: 4.22 2.59 3.44
H: 4.09 1.61 2.02
H: 5.15 1.11 3.31
H: 4.21 -1.02 3.50
H: 2.57 -0.79 2.15
H: 2.29 -1.36 3.84

---

Record 6
Here is a structure of composition C33H32FeN8S from OMol25. Energies are from the ωB97M-V functional and the def2-TZVPD basis.

The calculation puts the molar mass at 628.6 g/mol. As for the HOMO energy (alpha / beta): -9.5 / -10.1 eV. Its spin multiplicity is 2. Its net charge is +1. The calculated total energy comes out at -91877.7126 eV.

CARTESIAN COORDINATES (ANGSTROEM)
Fe: 0.01 -0.08 -0.30
C: -3.75 -2.42 -0.26
C: -2.62 -1.76 -0.73
N: -1.72 -1.27 0.11
C: -1.90 -1.45 1.42
C: -3.04 -2.08 1.87
N: -3.97 -2.56 1.04
C: -0.81 -0.95 2.29
C: -0.80 -1.05 3.67
C: 0.27 -0.53 4.39
C: 1.29 0.08 3.66
C: 1.21 0.12 2.28
N: 0.18 -0.39 1.63
C: 2.23 0.72 1.40
C: 3.45 1.23 1.83
N: 4.36 1.70 0.99
C: 4.07 1.66 -0.30
C: 2.86 1.18 -0.76
N: 1.94 0.72 0.09
C: 0.34 -0.65 5.87
C: -0.17 -1.76 6.52
C: -0.08 -1.83 7.91
N: 0.49 -0.88 8.65
C: 0.98 0.19 8.02
C: 0.93 0.35 6.64
H: -4.49 -2.83 -0.93
H: -2.44 -1.61 -1.79
H: -3.24 -2.22 2.93
H: -1.63 -1.50 4.19
H: 2.15 0.48 4.17
H: 3.71 1.26 2.88
H: 4.83 2.02 -0.99
H: 2.60 1.15 -1.81
H: -0.61 -2.58 5.97
H: -0.46 -2.69 8.44
H: 1.43 0.95 8.64
H: 1.32 1.25 6.18
S: -1.79 4.23 0.83
C: -3.00 3.04 1.00
C: -2.47 1.81 0.79
N: -1.12 1.81 0.49
C: -0.65 3.02 0.48
H: -4.02 3.30 1.24
H: -3.02 0.88 0.83
H: 0.39 3.26 0.28
C: 0.28 -3.29 -2.41
C: 1.23 -2.51 -3.33
C: 2.50 -2.10 -2.57
C: 0.58 -1.33 -4.04
C: 0.61 -1.36 -5.42
C: 0.09 -0.33 -6.20
C: -0.48 0.78 -5.58
C: -0.54 0.89 -4.21
C: -1.16 2.14 -3.61
C: -2.41 1.82 -2.78
C: -0.13 2.97 -2.83
C: 0.01 -0.17 -3.37
N: 0.02 -0.05 -2.06
H: 0.75 -4.23 -2.11
H: -0.66 -3.53 -2.93
H: 0.04 -2.72 -1.52
H: 1.53 -3.20 -4.12
H: 2.24 -1.58 -1.65
H: 3.13 -1.45 -3.18
H: 3.09 -2.99 -2.31
H: 1.04 -2.22 -5.92
H: 0.12 -0.39 -7.28
H: -0.89 1.59 -6.18
H: -1.49 2.75 -4.46
H: -2.16 1.17 -1.94
H: -3.16 1.32 -3.40
H: -2.85 2.74 -2.39
H: 0.23 2.41 -1.96
H: -0.58 3.91 -2.48
H: 0.72 3.22 -3.46

---

Record 7
Here is an isolated molecule of C3H5N3O from OMol25. Energies are from the ωB97M-V functional and the def2-TZVPD basis.

The calculation puts the molar mass at 99.1 g/mol. As for the HOMO energy: -9.4 eV. Its SMILES is [H]/N=C1/NCC=NO1. Its net charge is 0. The relative energy (zero: lowest compared OMol25 entry of this formula, charge and spin) comes out at 260.4 kJ/mol. The calculated total energy comes out at -9707.8849 eV.

CARTESIAN COORDINATES (ANGSTROEM)
C: 1.19 -0.26 -0.06
C: -0.95 0.81 0.18
C: -1.50 -0.57 -0.07
H: 2.84 -1.12 0.08
H: 0.89 1.70 -0.36
H: -1.53 1.59 -0.33
H: -1.00 1.07 1.25
H: -2.55 -0.73 -0.22
N: 2.45 -0.17 0.02
N: 0.39 0.81 -0.36
N: -0.80 -1.62 -0.18
O: 0.57 -1.49 0.06